{
  "formula": "C19H22N4O7S",
  "method": "wB97M-V/def2-TZVPD",
  "symbols": ["C", "C", "N", "C", "O", "N", "C", "O", "C", "S", "O", "O", "N", "C", "C", "C", "C", "C", "O", "N", "C", "C", "C", "C", "C", "C", "C", "O", "C", "O", "C", "H", "H", "H", "H", "H", "H", "H", "H", "H", "H", "H", "H", "H", "H", "H", "H", "H", "H", "H", "H", "H", "H"],
  "positions_angstrom": [[-0.70, -0.34, -3.13], [-1.01, 1.01, -2.58], [-1.25, 1.98, -3.51], [-1.50, 3.31, -3.23], [-1.68, 4.13, -4.09], [-1.52, 3.59, -1.89], [-1.30, 2.70, -0.83], [-1.33, 3.09, 0.31], [-1.06, 1.33, -1.27], [-0.62, 0.24, 0.09], [-0.65, -1.11, -0.40], [0.62, 0.73, 0.62], [-1.82, 0.51, 1.18], [-3.09, -0.12, 0.89], [-3.16, -1.54, 1.46], [-2.80, -1.53, 2.95], [-1.42, -0.91, 3.16], [-0.35, -1.86, 2.59], [-0.60, -3.01, 2.32], [0.91, -1.37, 2.57], [2.01, -2.14, 2.01], [2.69, -1.34, 0.93], [3.65, -0.40, 1.28], [4.23, 0.46, 0.35], [3.79, 0.34, -0.95], [2.83, -0.60, -1.31], [2.28, -1.46, -0.40], [2.56, -0.48, -2.66], [3.40, 0.55, -3.12], [4.16, 1.07, -2.05], [-1.43, 0.51, 2.57], [0.38, -0.44, -3.24], [-1.17, -0.48, -4.10], [-1.01, -1.11, -2.43], [-1.22, 1.75, -4.50], [-1.68, 4.56, -1.63], [-3.20, -0.14, -0.19], [-3.87, 0.50, 1.33], [-2.44, -2.17, 0.93], [-4.16, -1.94, 1.31], [-2.80, -2.56, 3.32], [-3.55, -0.96, 3.51], [-1.21, -0.83, 4.24], [1.06, -0.37, 2.61], [1.58, -3.06, 1.61], [2.72, -2.38, 2.81], [3.96, -0.32, 2.31], [4.97, 1.19, 0.62], [1.52, -2.17, -0.68], [2.79, 1.36, -3.56], [4.08, 0.15, -3.90], [-0.47, 1.01, 2.62], [-2.16, 1.11, 3.12]],
  "smiles": "Cc1[nH]c(=O)[nH]c(=O)c1S(=O)(=O)N1CCC[C@@H](C(=O)NCc2ccc3c(c2)OCO3)C1",
  "e_tot_ha": -1881.17097,
  "gap_ev": 8.4406,
  "e_above_lowest_kj_mol": 0.0
}


{
  "formula": "C19H22NO3P",
  "method": "wB97M-V/def2-TZVPD",
  "symbols": ["C", "C", "O", "P", "C", "C", "N", "O", "O", "C", "C", "H", "H", "H", "H", "H", "H", "H", "H", "H", "H", "H", "C", "C", "C", "C", "C", "C", "C", "C", "C", "C", "C", "C", "C", "H", "H", "H", "H", "H", "H", "H", "H", "H", "H", "H"],
  "positions_angstrom": [[2.10, 5.41, 0.59], [0.91, 4.53, 0.28], [1.37, 3.29, -0.31], [0.32, 2.27, -0.99], [-0.38, 1.29, 0.31], [-1.65, 1.44, 0.80], [-2.74, 1.52, 1.27], [-0.64, 2.89, -1.93], [1.34, 1.19, -1.64], [2.71, 1.49, -2.03], [3.26, 0.31, -2.80], [1.77, 6.29, 1.15], [2.84, 4.88, 1.20], [2.57, 5.78, -0.33], [0.37, 4.28, 1.20], [0.24, 5.03, -0.42], [0.26, 0.57, 0.82], [2.72, 2.39, -2.67], [3.31, 1.67, -1.12], [4.32, 0.48, -3.04], [3.19, -0.61, -2.20], [2.72, 0.18, -3.74], [-1.88, -2.18, -0.09], [-0.56, -2.49, -0.48], [-0.32, -2.62, -1.89], [0.93, -2.92, -2.40], [2.02, -3.09, -1.54], [1.82, -2.97, -0.16], [0.57, -2.68, 0.37], [-2.50, -2.07, 1.19], [-3.92, -1.87, 1.20], [-4.63, -1.73, 2.38], [-3.97, -1.81, 3.62], [-2.58, -2.02, 3.64], [-1.86, -2.14, 2.46], [-2.57, -2.04, -0.92], [-1.17, -2.48, -2.56], [1.07, -3.01, -3.47], [3.01, -3.34, -1.93], [2.67, -3.11, 0.52], [0.46, -2.60, 1.44], [-4.43, -1.80, 0.23], [-5.70, -1.56, 2.35], [-4.53, -1.70, 4.55], [-2.06, -2.07, 4.59], [-0.78, -2.28, 2.52]],
  "e_tot_ha": -1358.98350,
  "gap_ev": 3.5353
}


{
  "formula": "C19H23AsN2O2S2V",
  "method": "wB97M-V/def2-TZVPD",
  "symbols": ["V", "C", "C", "N", "N", "C", "S", "S", "C", "C", "C", "C", "C", "C", "C", "C", "C", "C", "C", "C", "C", "O", "H", "H", "H", "H", "H", "H", "H", "H", "H", "H", "H", "H", "H", "H", "C", "As", "C", "C", "O", "H", "H", "H", "H", "H", "H", "H", "H", "H"],
  "positions_angstrom": [[1.44, -1.98, -0.21], [-0.89, 1.65, 0.24], [-0.28, 0.43, -0.44], [-0.02, -0.63, 0.29], [-0.70, -0.64, 1.53], [-0.43, -1.68, 2.21], [0.56, -3.13, 1.78], [-1.13, -1.71, 3.83], [-2.36, -0.35, 3.75], [-3.69, -0.59, 3.08], [-3.80, -1.50, 2.02], [-4.91, -1.44, 1.23], [-5.98, -0.62, 1.53], [-5.99, 0.15, 2.71], [-4.82, 0.19, 3.39], [0.07, 0.60, -1.82], [-0.69, 1.46, -2.58], [-0.42, 1.68, -3.91], [0.56, 0.95, -4.61], [1.25, -0.01, -3.92], [1.12, -0.19, -2.51], [1.93, -1.04, -1.95], [-1.92, 1.45, 0.46], [-0.86, 2.59, -0.41], [-0.31, 1.83, 1.19], [-1.85, 0.49, 3.26], [-2.41, 0.05, 4.79], [-2.91, -2.06, 1.67], [-4.93, -1.98, 0.26], [-6.78, -0.54, 0.79], [-6.79, 0.78, 2.89], [-4.85, 0.89, 4.22], [-1.55, 1.92, -2.14], [-1.04, 2.34, -4.49], [0.62, 1.04, -5.68], [1.98, -0.61, -4.42], [3.12, 1.18, -0.26], [4.19, -0.41, -0.47], [5.73, -0.39, 0.69], [4.83, -0.40, -2.28], [3.42, -1.83, 0.02], [2.48, 1.42, -1.14], [3.62, 2.09, 0.01], [2.35, 0.94, 0.51], [6.45, 0.40, 0.48], [6.27, -1.31, 0.51], [5.44, -0.26, 1.70], [5.63, 0.34, -2.33], [3.98, -0.19, -3.00], [5.27, -1.39, -2.46]],
  "e_tot_ha": -4973.94039,
  "multiplicity": 4,
  "gap_ev": [7.0484, 7.6067],
  "e_above_lowest_kj_mol": 0.0
}


{
  "formula": "C19H23AsNO4RuS",
  "method": "wB97M-V/def2-TZVPD",
  "symbols": ["Ru", "O", "C", "O", "C", "C", "C", "C", "C", "C", "S", "H", "H", "H", "H", "O", "C", "O", "C", "C", "C", "C", "C", "N", "H", "H", "H", "H", "C", "C", "As", "C", "C", "C", "C", "H", "H", "H", "H", "H", "H", "H", "H", "H", "H", "H", "H", "H", "H", "H"],
  "positions_angstrom": [[-0.14, -0.07, -1.10], [1.91, 0.07, -2.39], [2.13, 0.61, -1.28], [2.04, -0.02, -0.17], [2.31, 2.10, -1.23], [3.56, 2.71, -1.21], [3.67, 4.09, -1.18], [2.52, 4.87, -1.15], [1.27, 4.28, -1.15], [1.16, 2.89, -1.19], [-0.43, 2.14, -1.11], [4.45, 2.09, -1.23], [4.65, 4.56, -1.17], [2.60, 5.95, -1.12], [0.38, 4.88, -1.11], [-3.61, -1.87, -2.16], [-2.48, -1.52, -1.88], [-2.14, -0.34, -1.43], [-1.33, -2.53, -2.00], [-1.56, -3.84, -2.38], [-0.47, -4.68, -2.53], [0.81, -4.18, -2.33], [0.96, -2.86, -1.95], [-0.09, -2.07, -1.77], [-2.58, -4.15, -2.56], [-0.62, -5.71, -2.82], [1.68, -4.81, -2.46], [1.92, -2.39, -1.78], [0.55, 2.14, 2.36], [0.46, 0.62, 2.48], [-0.71, -0.25, 1.18], [-2.55, 0.19, 1.65], [-3.08, 1.49, 1.06], [-0.54, -2.14, 1.65], [-0.90, -2.48, 3.08], [1.27, 2.52, 3.08], [-0.41, 2.61, 2.57], [0.88, 2.44, 1.37], [0.08, 0.32, 3.46], [1.44, 0.16, 2.32], [-2.58, 0.21, 2.75], [-3.15, -0.66, 1.32], [-2.50, 2.35, 1.39], [-4.11, 1.64, 1.39], [-3.07, 1.46, -0.02], [0.50, -2.40, 1.41], [-1.17, -2.67, 0.94], [-0.27, -1.95, 3.80], [-0.77, -3.55, 3.27], [-1.94, -2.24, 3.30]],
  "e_tot_ha": -3822.42519,
  "multiplicity": 2,
  "gap_ev": [7.5354, 6.7916],
  "e_above_lowest_kj_mol": 73.4
}


{
  "formula": "C19H23AuN3O2SSi",
  "method": "wB97M-V/def2-TZVPD",
  "symbols": ["Au", "C", "Si", "C", "C", "C", "C", "C", "C", "N", "C", "S", "H", "H", "H", "H", "H", "H", "H", "H", "H", "H", "H", "H", "C", "C", "O", "C", "C", "C", "C", "C", "C", "O", "H", "H", "H", "H", "H", "H", "H", "N", "C", "C", "C", "N", "H", "H", "H", "H"],
  "positions_angstrom": [[-0.16, 0.49, -0.42], [-0.06, 7.39, -0.82], [0.03, 5.58, -1.27], [-1.65, 4.92, -1.73], [1.28, 5.34, -2.64], [0.61, 4.65, 0.29], [0.66, 5.30, 1.53], [1.01, 4.63, 2.69], [1.33, 3.29, 2.59], [1.31, 2.63, 1.43], [0.95, 3.30, 0.32], [0.97, 2.34, -1.18], [-0.28, 7.98, -1.72], [0.89, 7.76, -0.42], [-0.85, 7.60, -0.09], [-1.95, 5.27, -2.72], [-2.40, 5.26, -1.02], [-1.65, 3.82, -1.74], [1.05, 6.03, -3.46], [1.27, 4.34, -3.06], [2.29, 5.57, -2.30], [0.41, 6.35, 1.59], [1.04, 5.13, 3.64], [1.61, 2.71, 3.46], [-2.93, -2.77, 0.28], [-2.47, -1.36, 0.01], [-1.22, -1.21, 0.09], [-3.41, -0.32, -0.31], [-4.79, -0.64, -0.29], [-5.75, 0.28, -0.56], [-5.36, 1.60, -0.87], [-4.04, 1.95, -0.90], [-3.03, 1.01, -0.61], [-1.81, 1.51, -0.64], [-2.07, -3.41, 0.37], [-3.58, -3.12, -0.52], [-3.50, -2.80, 1.21], [-5.09, -1.65, -0.05], [-6.80, 0.01, -0.54], [-6.12, 2.34, -1.09], [-3.73, 2.96, -1.13], [2.56, 0.15, 0.55], [3.69, -0.57, 0.51], [3.44, -1.70, -0.24], [2.11, -1.59, -0.63], [1.59, -0.46, -0.14], [2.33, 1.04, 1.01], [4.57, -0.24, 1.03], [4.12, -2.50, -0.46], [1.50, -2.26, -1.22]],
  "charge": 1,
  "e_tot_ha": -1875.74057,
  "gap_ev": 7.2935,
  "e_above_lowest_kj_mol": 0.0
}


{
  "formula": "C19H23BrF3N2O2",
  "method": "wB97M-V/def2-TZVPD",
  "symbols": ["C", "C", "N", "C", "C", "C", "N", "C", "C", "C", "C", "O", "Br", "C", "C", "O", "C", "C", "C", "C", "C", "C", "C", "F", "C", "F", "F", "H", "H", "H", "H", "H", "H", "H", "H", "H", "H", "H", "H", "H", "H", "H", "H", "H", "H", "H", "H", "H", "H", "H"],
  "positions_angstrom": [[-3.46, 1.81, 0.44], [-2.52, 1.17, -0.02], [-1.16, 0.92, -0.46], [-0.99, 0.68, -1.85], [-2.24, 0.68, -2.84], [-2.81, 2.17, -3.07], [-4.27, 2.08, -3.36], [0.37, 0.43, -2.43], [1.56, 0.39, -1.51], [3.00, 0.12, -2.13], [2.90, -0.50, -3.61], [2.40, -1.60, -3.68], [3.49, 0.48, -5.22], [1.33, 0.61, -0.02], [2.57, 0.54, 0.96], [2.34, -0.17, 2.18], [1.82, -1.50, 1.97], [2.76, -2.47, 1.13], [1.78, -3.40, 0.23], [-0.07, 0.90, 0.46], [-0.38, 1.19, 1.98], [-1.22, 0.04, 2.71], [-0.98, 0.01, 4.28], [0.22, 0.47, 4.83], [-2.01, -0.50, 5.04], [-2.86, -1.41, 4.45], [-2.16, -0.03, 6.34], [-4.35, 2.23, 0.99], [-3.01, -0.05, -2.46], [-1.87, 0.31, -3.85], [-2.57, 2.79, -2.16], [-2.32, 2.58, -4.01], [-4.46, 1.18, -3.83], [-4.72, 1.97, -2.43], [0.41, 0.26, -3.55], [3.59, 1.10, -2.20], [3.53, -0.62, -1.47], [2.81, 1.62, 1.26], [3.51, 0.17, 0.44], [0.77, -1.52, 1.55], [1.73, -1.96, 3.01], [3.26, -3.21, 1.84], [3.56, -1.97, 0.53], [2.20, -4.45, 0.12], [0.78, -3.54, 0.76], [1.60, -2.90, -0.77], [0.55, 1.42, 2.59], [-1.00, 2.14, 2.00], [-2.31, 0.29, 2.56], [-1.06, -0.99, 2.26]],
  "smiles": "C#C[n+]1c(CCN)cc(CC(=O)Br)c(COCCC)c1CCC(F)=C(F)F",
  "charge": 1,
  "e_tot_ha": -3870.85510,
  "gap_ev": 7.2802,
  "e_above_lowest_kj_mol": 423.7
}